C28H78AsF9N7O11 | ωB97M-V/def2-TZVPD

The geometry in XYZ format:
```
134
C28H78AsF9N7O11 ωB97M-V/def2-TZVPD
C 1.785 2.541 4.313
C 1.643 4.026 4.121
C 0.735 4.365 2.965
O 0.291 5.684 2.821
C 1.147 6.503 2.061
N 1.162 4.596 5.457
H 1.258 5.603 5.572
H 0.191 4.284 5.602
H 1.576 4.117 6.263
H 2.216 2.088 3.423
H 0.831 2.039 4.501
H 2.468 2.230 5.108
H 2.642 4.468 4.076
H -0.162 3.740 3.012
H 1.244 3.988 2.070
H 0.562 7.346 1.689
H 1.523 5.996 1.166
H 1.995 6.983 2.563
C -3.299 0.880 -2.119
C -4.193 0.704 -3.365
C -5.615 0.466 -2.871
O -6.438 0.143 -3.939
C -7.824 0.379 -3.765
N -4.209 2.034 -4.073
H -3.298 2.446 -4.264
H -4.597 1.866 -5.014
H -4.924 2.673 -3.719
H -2.345 1.302 -2.430
H -3.173 -0.082 -1.631
H -3.785 1.520 -1.378
H -3.788 -0.078 -4.004
H -5.939 1.335 -2.276
H -5.541 -0.357 -2.146
H -8.310 0.310 -4.733
H -8.018 1.333 -3.265
H -8.282 -0.380 -3.120
C 4.586 2.601 -6.763
C 4.415 2.783 -5.278
C 3.838 1.567 -4.569
O 3.593 1.750 -3.191
C 2.547 2.601 -2.801
N 5.694 3.304 -4.652
H 6.434 2.610 -4.808
H 6.075 4.135 -5.109
H 5.519 3.360 -3.649
H 5.053 3.475 -7.242
H 3.646 2.536 -7.306
H 5.286 1.845 -7.131
H 3.733 3.620 -5.109
H 4.469 0.707 -4.812
H 2.907 1.369 -5.112
H 2.679 3.659 -3.070
H 2.324 2.575 -1.737
H 1.595 2.374 -3.297
C -4.351 0.903 2.254
C -4.947 -0.423 2.638
C -5.932 -1.095 1.700
O -6.139 -2.443 1.970
C -7.148 -2.737 2.931
N -3.828 -1.350 2.993
H -3.218 -0.930 3.727
H -4.149 -2.237 3.394
H -3.321 -1.730 2.189
H -3.501 1.222 2.852
H -5.124 1.674 2.220
H -4.015 0.985 1.211
H -5.394 -0.315 3.633
H -5.504 -1.086 0.686
H -6.801 -0.442 1.558
H -7.485 -3.742 2.705
H -7.915 -1.960 2.960
H -6.740 -2.730 3.951
C 4.021 0.518 0.502
C 5.353 0.012 -0.028
C 5.402 -1.505 -0.066
O 4.486 -1.995 -0.994
C 4.518 -3.402 -1.222
N 5.629 0.567 -1.432
H 6.425 0.216 -1.969
H 4.801 0.335 -1.997
H 5.785 1.562 -1.306
H 4.113 0.473 1.585
H 3.221 -0.089 0.081
H 3.781 1.560 0.270
H 6.245 0.342 0.505
H 5.076 -1.870 0.914
H 6.447 -1.784 -0.253
H 3.518 -3.797 -1.405
H 4.987 -3.895 -0.372
H 4.998 -3.633 -2.177
C 2.572 -3.241 3.581
C 1.246 -3.954 3.374
C 1.120 -5.247 4.149
O 0.638 -4.970 5.449
C 0.070 -6.149 6.023
N 0.118 -2.972 3.575
H 0.082 -2.383 2.743
H -0.816 -3.333 3.762
H 0.315 -2.383 4.391
H 3.372 -3.775 3.075
H 2.756 -3.053 4.640
H 2.598 -2.239 3.137
H 1.158 -4.211 2.317
H 2.080 -5.761 4.272
H 0.502 -5.957 3.585
H -0.854 -6.350 5.464
H -0.229 -5.866 7.028
H 0.681 -7.049 5.948
N -1.405 0.186 5.322
O -2.622 -0.124 5.287
O -1.093 1.385 5.401
O -0.536 -0.691 5.220
As -0.115 0.232 1.228
F -1.171 -0.279 2.567
F 0.444 -1.437 1.094
F 0.852 0.700 -0.132
F -0.812 1.795 1.506
F 1.158 0.478 2.370
F -1.385 -0.154 0.093
C -0.450 -1.939 -5.975
O 0.274 -2.454 -4.821
O -0.096 -2.636 -6.957
C -2.002 -1.904 -5.705
F -2.357 -3.141 -5.250
F -2.405 -0.974 -4.787
F -2.719 -1.816 -6.822
C -0.005 -1.948 -3.565
C 0.610 -2.812 -2.492
H 0.285 -3.851 -2.556
H 1.701 -2.792 -2.445
H 0.195 -2.451 -1.542
H -1.064 -1.896 -3.278
H 0.334 -0.898 -3.463
H -0.237 -0.829 -6.060
```

Calculated values
Kohn-Sham gap: 2.7972 eV
maximum force: 3.84 eV/A
total energy: -148520.292 eV
charge: +3
ΔE to the lowest compared entry with this formula, charge and spin: 224.6 kJ/mol

C7H19OPS | ωB97M-V/def2-TZVPD

The geometry in XYZ format:
```
29
C7H19OPS ωB97M-V/def2-TZVPD
C -2.487 1.035 1.961
C -2.953 0.355 0.673
C -2.842 -1.168 0.705
C -1.406 -1.689 0.810
O -0.905 -2.051 -0.463
P 0.568 -1.355 -0.983
C 2.138 -0.562 -1.654
C 2.738 0.432 -0.655
C 2.608 1.876 -1.113
S 3.327 3.083 0.035
H -2.906 2.038 2.056
H -2.798 0.462 2.838
H -1.401 1.135 2.004
H -3.995 0.626 0.481
H -2.375 0.738 -0.176
H -3.258 -1.588 -0.212
H -3.440 -1.552 1.538
H -0.762 -0.909 1.249
H -1.346 -2.555 1.476
H 1.296 -2.056 -0.001
H 0.286 -1.977 -2.211
H 0.084 -0.070 -0.629
H 2.857 -1.345 -1.912
H 1.870 -0.060 -2.591
H 3.789 0.208 -0.460
H 2.231 0.346 0.318
H 1.553 2.152 -1.175
H 3.037 2.006 -2.107
H 4.492 2.444 0.199
```

Calculated values
Kohn-Sham gap: 10.0166 eV
maximum force: 0.19 eV/A
total energy: -29737.228 eV
structure (SMILES): CCCCO[PH3]CCCS

C2HN3OS | ωB97M-V/def2-TZVPD

The geometry in XYZ format:
```
8
C2HN3OS ωB97M-V/def2-TZVPD
C 0.838 -2.709 -0.693
C -0.831 1.649 -0.138
N 1.097 -3.281 -1.627
N 1.188 -0.559 1.063
N -0.932 2.578 0.659
O -0.858 0.630 -0.764
S 0.633 -1.888 0.956
H -1.135 3.580 0.544
```

Calculated values
Kohn-Sham gap: 8.8824 eV
maximum force: 3.47 eV/A
total energy: -19439.612 eV
ΔE to the lowest compared entry with this formula, charge and spin: 90.0 kJ/mol

H5ISi2 | ωB97M-V/def2-TZVPD

The geometry in XYZ format:
```
8
H5ISi2 ωB97M-V/def2-TZVPD
Si -0.597 -0.111 -1.651
Si 0.305 0.397 3.201
I 0.311 1.074 -3.707
H -1.235 -1.522 -1.640
H -1.513 0.986 -1.289
H 0.719 -0.244 -0.923
H 1.625 0.189 3.864
H 0.386 -0.768 2.145
```

Calculated values
Kohn-Sham gap: 7.6306 eV
maximum force: 1.32 eV/A
total energy: -23934.143 eV
ΔE to the lowest compared entry with this formula, charge and spin: 255.4 kJ/mol

C5H6O | ωB97M-V/def2-TZVPD

The geometry in XYZ format:
```
12
C5H6O ωB97M-V/def2-TZVPD
C -1.609 -0.091 -0.061
C -0.122 0.052 0.096
C 0.541 1.325 -0.019
O 1.732 1.495 -0.272
C 1.892 -1.069 -0.320
C 0.686 -1.083 0.299
H -2.111 0.881 -0.007
H -2.029 -0.747 0.711
H -1.862 -0.529 -1.036
H -0.101 2.200 0.206
H 2.725 -0.370 -0.234
H 0.231 -2.021 0.643
```

Calculated values
Kohn-Sham gap (alpha / beta): 7.8213 / 7.2387 eV
maximum force: 0.94 eV/A
total energy: -7325.058 eV
ΔE to the lowest compared entry with this formula, charge and spin: 407.8 kJ/mol

C31H22CrO7S2 | ωB97M-V/def2-TZVPD

The geometry in XYZ format:
```
63
C31H22CrO7S2 ωB97M-V/def2-TZVPD
C 0.290 -4.506 -3.016
C -1.009 -4.196 -2.605
C -1.379 -2.866 -2.403
C -0.436 -1.855 -2.593
S -0.963 -0.150 -2.379
C -1.531 0.176 -3.929
S -2.145 1.655 -4.513
C -0.796 2.826 -4.218
C -0.759 3.488 -2.993
C 0.334 4.298 -2.689
C 1.378 4.434 -3.604
C 1.322 3.781 -4.837
C 0.218 2.990 -5.164
O -2.291 1.491 -5.945
O -3.226 2.152 -3.696
O -2.042 -0.267 -1.418
O 0.211 0.630 -2.043
C 0.856 -2.148 -3.037
C 1.218 -3.484 -3.240
H 0.579 -5.548 -3.166
H -1.742 -4.983 -2.432
H -2.391 -2.609 -2.095
H -1.538 -0.658 -4.619
H -1.591 3.382 -2.297
H 0.356 4.814 -1.732
H 2.236 5.055 -3.353
H 2.137 3.883 -5.550
H 0.131 2.495 -6.131
H 1.559 -1.335 -3.212
H 2.229 -3.724 -3.567
O 2.368 -1.411 7.042
C 1.746 -1.882 6.174
Cr 0.476 -2.498 4.897
C -0.210 -0.751 5.051
O -0.581 0.335 5.264
C -0.629 -2.887 6.394
O -1.228 -2.971 7.395
C 1.248 -4.452 4.299
C 2.085 -3.444 3.811
C 1.552 -2.380 3.073
C 0.181 -2.339 2.717
C -0.359 -1.177 2.028
C -0.713 -0.104 1.537
C -1.247 1.039 1.014
C -0.577 2.294 1.152
C -1.163 3.529 0.752
C -0.476 4.730 0.910
C 0.824 4.747 1.444
C 1.421 3.543 1.839
C 0.730 2.340 1.709
C -0.658 -3.314 3.308
C -0.125 -4.383 4.043
H 1.665 -5.273 4.887
H 3.151 -3.461 4.040
H 2.190 -1.548 2.757
H -2.223 1.026 0.540
H -2.168 3.519 0.322
H -0.945 5.673 0.615
H 1.363 5.692 1.549
H 2.431 3.539 2.254
H 1.180 1.398 2.026
H -1.739 -3.206 3.182
H -0.788 -5.144 4.455
```

Calculated values
<S²>: 3.831
Kohn-Sham gap (alpha / beta): 6.7071 / 5.7174 eV
maximum force: 5.23 eV/A
total energy: -96915.420 eV
2S+1: 4
charge: +1
ΔE to the lowest compared entry with this formula, charge and spin: 0.0 kJ/mol

C35H31F2N6OPtS2 | ωB97M-V/def2-TZVPD

The geometry in XYZ format:
```
78
C35H31F2N6OPtS2 ωB97M-V/def2-TZVPD
Pt -1.543 1.204 -1.189
F -0.305 6.305 0.080
C -0.785 5.105 0.462
C -0.840 4.092 -0.472
C -1.344 2.850 -0.101
C -1.713 2.655 1.253
C -1.662 3.726 2.138
F -2.080 3.580 3.413
C -1.204 4.972 1.771
C -2.080 1.279 1.587
C -2.154 0.756 2.959
C -2.488 -0.512 3.163
C -2.925 -1.419 2.061
C -2.562 -0.920 0.653
N -2.219 0.504 0.561
H -0.475 4.294 -1.468
H -1.173 5.792 2.472
H -1.889 1.414 3.768
H -2.506 -0.913 4.170
H -4.018 -1.477 2.129
H -3.443 -1.029 0.015
C -1.413 -1.294 -1.463
C -1.438 -1.640 -0.082
C -0.582 -2.499 0.563
C -0.940 -2.926 1.884
C -2.404 -2.872 2.222
C -2.747 -3.445 3.563
C -1.809 -3.813 4.449
C -0.408 -3.718 4.121
C -0.019 -3.318 2.864
C 0.637 -3.054 -0.092
C 1.011 -4.380 0.125
C 2.142 -4.912 -0.480
C 2.919 -4.125 -1.316
C 2.554 -2.803 -1.541
C 1.424 -2.276 -0.938
H -2.944 -3.439 1.450
H -3.800 -3.548 3.803
H -2.097 -4.208 5.415
H 0.332 -3.995 4.860
H 1.036 -3.309 2.614
H 0.400 -5.011 0.756
H 2.402 -5.949 -0.308
H 3.801 -4.537 -1.791
H 3.153 -2.178 -2.193
H 1.159 -1.241 -1.093
C -1.923 5.018 -4.952
N -1.109 3.911 -4.464
C 0.126 3.667 -4.947
C 0.889 2.666 -4.467
C 0.344 1.894 -3.393
N -0.853 2.157 -2.886
C -1.662 3.150 -3.420
O -2.779 3.389 -3.033
N 1.077 0.906 -2.876
H -1.479 5.391 -5.871
H -1.967 5.813 -4.208
H -2.934 4.667 -5.140
H 0.460 4.314 -5.747
H 1.869 2.456 -4.863
H 1.833 0.534 -3.422
H 0.648 0.302 -2.186
S -1.952 -0.460 -4.151
C -1.673 -0.685 -2.536
C 3.515 -2.052 2.476
N 2.509 -1.074 2.132
C 2.620 -0.130 1.174
S 1.312 0.853 0.811
N 3.807 -0.094 0.531
C 4.164 0.907 -0.454
H 3.105 -2.713 3.235
H 4.415 -1.588 2.891
H 3.787 -2.668 1.613
H 1.604 -1.108 2.572
H 4.549 -0.671 0.888
H 3.248 1.329 -0.859
H 4.741 0.441 -1.253
H 4.752 1.713 -0.011
```

Calculated values
<S²>: 0.843
Kohn-Sham gap (alpha / beta): 5.9943 / 5.6586 eV
maximum force: 1.52 eV/A
total energy: -78137.631 eV
2S+1: 2
ΔE to the lowest compared entry with this formula, charge and spin: 0.0 kJ/mol

C10H19N3O4 | ωB97M-V/def2-TZVPD

The geometry in XYZ format:
```
36
C10H19N3O4 ωB97M-V/def2-TZVPD
C 1.592 -0.541 0.029
C 0.222 -0.249 -0.623
C 2.391 0.716 0.364
C 2.682 1.516 -0.859
C 3.634 0.419 1.254
C -1.885 1.001 -0.416
C -2.098 2.443 -0.101
C -3.076 0.232 0.152
C -3.065 -1.291 -0.157
C -1.989 -2.118 0.552
H 1.619 -1.963 -1.452
H 2.981 -2.015 -0.446
H 1.272 -1.026 0.992
H 1.800 1.277 1.090
H 1.760 1.827 -1.313
H 3.255 0.880 -1.516
H 3.232 2.398 -0.573
H 4.373 -0.202 0.725
H 3.434 -0.104 2.162
H 4.175 1.363 1.505
H -0.243 1.084 0.920
H -1.924 0.803 -1.508
H -4.028 0.526 -0.292
H -3.072 0.305 1.248
H -2.890 -1.437 -1.232
H -4.023 -1.719 0.051
H -0.959 -3.894 0.257
H -2.022 -3.450 -1.026
H -1.371 3.903 0.835
N 2.293 -1.410 -0.885
N -0.587 0.576 0.110
N -1.631 -3.272 -0.103
O -0.081 -0.848 -1.636
O -3.017 3.116 -0.525
O -1.612 -1.774 1.668
O -1.145 2.928 0.750
```

Calculated values
Kohn-Sham gap: 9.5461 eV
maximum force: 2.13 eV/A
total energy: -23340.106 eV
structure (SMILES): CC(C)[C@H](N)C(=O)N[C@@H](CCC(N)=O)C(=O)O
ΔE to the lowest compared entry with this formula, charge and spin: 61.6 kJ/mol

C50H49AsN4O2PdSb2 | ωB97M-V/def2-TZVPD

The geometry in XYZ format:
```
109
C50H49AsN4O2PdSb2 ωB97M-V/def2-TZVPD
Pd 1.637 0.742 -1.371
C -4.520 -7.842 7.680
O -3.719 -6.682 7.967
C -3.186 -5.988 6.987
C -3.361 -6.274 5.617
C -2.756 -5.477 4.686
C -1.956 -4.374 5.072
C -1.795 -4.100 6.455
C -2.395 -4.883 7.390
C -1.348 -3.596 4.064
N -1.490 -3.805 2.741
C -0.760 -2.871 2.139
C -0.130 -2.032 3.089
N -0.514 -2.513 4.290
C 0.689 -0.923 2.731
C 1.293 -0.049 3.642
C 2.008 1.021 3.163
C 2.088 1.197 1.782
N 1.546 0.362 0.908
C 0.859 -0.694 1.351
C 0.289 -1.614 0.344
N 0.616 -1.399 -0.936
C 0.116 -2.211 -1.855
C -0.744 -3.270 -1.565
C -1.078 -3.508 -0.252
C -0.542 -2.673 0.730
H -4.792 -8.248 8.647
H -3.938 -8.571 7.118
H -5.416 -7.551 7.131
H -3.964 -7.111 5.302
H -2.877 -5.680 3.631
H -1.196 -3.263 6.790
H -2.287 -4.693 8.449
H -0.238 -2.160 5.191
H 1.194 -0.206 4.709
H 2.488 1.724 3.827
H 2.610 2.047 1.359
H 0.422 -2.013 -2.876
H -1.123 -3.891 -2.364
H -1.727 -4.324 0.034
C 1.186 0.504 -5.659
Sb 1.583 1.589 -3.865
C 0.173 3.156 -4.158
C 3.328 2.660 -4.538
C 4.470 1.766 -4.916
C 4.516 1.253 -6.212
C 5.532 0.410 -6.627
C 6.543 0.073 -5.739
C 6.523 0.592 -4.456
C 5.499 1.435 -4.021
C 5.546 1.953 -2.616
Sb 4.321 0.784 -1.278
C 5.217 -1.098 -1.723
C 5.444 1.175 0.506
H 1.931 -0.273 -5.817
H 1.204 1.201 -6.495
H 0.197 0.052 -5.597
H 0.401 3.685 -5.083
H 0.226 3.834 -3.309
H -0.829 2.733 -4.223
H 3.581 3.379 -3.760
H 2.975 3.218 -5.406
H 3.741 1.537 -6.914
H 5.544 0.034 -7.641
H 7.354 -0.570 -6.050
H 7.328 0.352 -3.772
H 5.243 2.996 -2.532
H 6.554 1.862 -2.211
H 6.297 -1.024 -1.603
H 4.988 -1.381 -2.749
H 4.829 -1.858 -1.047
H 6.490 0.955 0.299
H 5.106 0.540 1.324
H 5.352 2.220 0.799
O -0.004 2.439 -0.858
As -1.614 2.426 -0.456
C -2.376 4.181 -0.541
C -2.862 4.845 0.579
C -3.355 6.137 0.450
C -3.362 6.757 -0.790
C -2.886 6.088 -1.910
C -2.392 4.800 -1.789
C -1.929 1.778 1.334
C -1.285 2.415 2.392
C -1.571 2.047 3.698
C -2.489 1.035 3.949
C -3.105 0.375 2.895
C -2.828 0.746 1.585
C -2.688 1.358 -1.633
C -2.077 0.497 -2.532
C -2.855 -0.242 -3.414
C -4.236 -0.122 -3.389
C -4.847 0.741 -2.488
C -4.075 1.486 -1.612
H -2.878 4.362 1.548
H -3.739 6.655 1.318
H -3.746 7.763 -0.886
H -2.903 6.570 -2.878
H -2.028 4.277 -2.664
H -0.579 3.214 2.194
H -1.097 2.566 4.521
H -2.737 0.775 4.970
H -3.828 -0.408 3.090
H -3.330 0.247 0.765
H -0.996 0.418 -2.537
H -2.384 -0.905 -4.129
H -4.840 -0.692 -4.082
H -5.924 0.843 -2.481
H -4.551 2.183 -0.931
```

Calculated values
<S²>: 2.041
Kohn-Sham gap (alpha / beta): 5.5190 / 3.4281 eV
maximum force: 0.59 eV/A
total energy: -140081.323 eV
2S+1: 3
charge: +2

C4H10O2 | ωB97M-V/def2-TZVPD

The geometry in XYZ format:
```
16
C4H10O2 ωB97M-V/def2-TZVPD
C 1.806 1.385 -0.286
C 0.896 0.720 0.727
C -0.379 -0.058 -0.398
O 0.222 -0.976 -1.289
C -1.371 -0.810 0.490
O -2.152 -1.716 -0.274
H 2.764 1.728 0.160
H 1.944 0.449 -1.035
H 1.283 2.229 -0.809
H 1.537 0.002 1.330
H 0.370 1.368 1.407
H -0.922 0.761 -0.944
H -0.628 -1.313 -1.673
H -2.040 -0.125 1.025
H -0.763 -1.342 1.201
H -2.567 -2.302 0.369
```

Calculated values
Kohn-Sham gap: 10.8632 eV
maximum force: 3.31 eV/A
total energy: -8403.215 eV
structure (SMILES): CC[C@@H](O)CO
ΔE to the lowest compared entry with this formula, charge and spin: 225.0 kJ/mol

Please write out number 10 again, unchanged.
C4H10O2 | ωB97M-V/def2-TZVPD

The geometry in XYZ format:
```
16
C4H10O2 ωB97M-V/def2-TZVPD
C 1.806 1.385 -0.286
C 0.896 0.720 0.727
C -0.379 -0.058 -0.398
O 0.222 -0.976 -1.289
C -1.371 -0.810 0.490
O -2.152 -1.716 -0.274
H 2.764 1.728 0.160
H 1.944 0.449 -1.035
H 1.283 2.229 -0.809
H 1.537 0.002 1.330
H 0.370 1.368 1.407
H -0.922 0.761 -0.944
H -0.628 -1.313 -1.673
H -2.040 -0.125 1.025
H -0.763 -1.342 1.201
H -2.567 -2.302 0.369
```

Calculated values
Kohn-Sham gap: 10.8632 eV
maximum force: 3.31 eV/A
total energy: -8403.215 eV
structure (SMILES): CC[C@@H](O)CO
ΔE to the lowest compared entry with this formula, charge and spin: 225.0 kJ/mol